#1
A single CH3O3PS molecule. Source: OMol25; level of theory: the ωB97M-V functional and the def2-TZVPD basis.

The geometry in ORCA input format:
```
! wB97M-V def2-TZVPD RIJCOSX def2/J DEFGRID3
* xyz 0 1
C 1.307 0.444 -0.015
O -2.028 1.743 -0.102
O 0.323 -0.073 0.900
O 0.426 0.458 -1.150
P -1.922 -1.669 0.164
S -0.875 0.087 -0.154
H 1.494 1.530 0.338
H 2.046 -0.285 -0.093
H -0.771 -2.236 0.112
*
```

## Properties
HOMO-LUMO gap (spin up / spin down)	8.07 / 8.07	eV
HOMO (spin up / spin down)	-9.257 / -9.258	eV
LUMO level (spin up / spin down)	-1.2 / -1.2	eV

How is the electron density shared among the atoms? According to natural (NBO), the charges in e are:
1. C 0.1952
2. O -0.6757
3. O -0.6784
4. O -0.6569
5. P 0.1176
6. S 1.3818
7. H 0.2006
8. H 0.1898
9. H -0.0739

#2
2 unconnected molecules or ions with the total composition CH3O3PS. Source: OMol25; level of theory: the ωB97M-V functional and the def2-TZVPD basis.

The geometry in ORCA input format:
```
! wB97M-V def2-TZVPD RIJCOSX def2/J DEFGRID3
* xyz 0 1
C 0.064 -1.223 -0.283
O -1.114 1.041 -1.423
O 0.089 -2.353 0.216
O 1.165 -0.546 -0.677
P -1.448 -0.196 -0.455
S 0.298 1.371 2.286
H -0.119 1.310 -1.665
H -0.947 1.533 2.381
H 2.012 -0.936 -0.381
*
```

## Properties
HOMO-LUMO gap (spin up / spin down)	8.50 / 6.07	eV
HOMO (spin up / spin down)	-9.972 / -8.564	eV
LUMO level (spin up / spin down)	-1.5 / -2.5	eV

How is the electron density shared among the atoms? According to natural (NBO), the charges in e are:
1. C 0.4168
2. O -0.9894
3. O -0.5678
4. O -0.7225
5. P 0.9002
6. S -0.1628
7. H 0.5383
8. H 0.0796
9. H 0.5075

#2 is the most stable structure; the next one sits 522.8 kJ/mol above it.

#1
A single CH3O3PS molecule. Source: OMol25; level of theory: the ωB97M-V functional and the def2-TZVPD basis.

The geometry in ORCA input format:
```
! wB97M-V def2-TZVPD RIJCOSX def2/J DEFGRID3
* xyz 0 1
C -0.097 0.096 0.029
O -2.586 -0.987 0.565
O -0.974 0.079 -1.028
O 1.145 -0.607 -0.197
P 2.689 -0.025 0.023
S -2.446 -0.712 -0.820
H 0.376 1.167 0.187
H -0.561 -0.406 0.983
H 2.454 1.394 0.257
*
```

## Properties
HOMO-LUMO gap (spin up / spin down)	8.30 / 6.90	eV
HOMO (spin up / spin down)	-8.928 / -8.000	eV
LUMO level (spin up / spin down)	-0.6 / -1.1	eV

How is the electron density shared among the atoms? According to natural (NBO), the charges in e are:
1. C 0.2043
2. O -0.8314
3. O -0.6946
4. O -0.8083
5. P 0.6122
6. S 1.2669
7. H 0.1682
8. H 0.2037
9. H -0.1211

#2
2 unconnected molecules or ions with the total composition CH3O3PS. Source: OMol25; level of theory: the ωB97M-V functional and the def2-TZVPD basis.

The geometry in ORCA input format:
```
! wB97M-V def2-TZVPD RIJCOSX def2/J DEFGRID3
* xyz 0 1
C -0.334 0.124 -0.426
O 1.747 2.457 2.448
O 1.971 -0.031 3.190
O 0.795 -0.190 -0.252
P 0.360 -0.270 2.560
S 1.991 1.125 1.973
H -1.104 -0.571 -0.114
H -0.620 1.170 -0.430
H 0.807 -1.343 1.614
*
```

## Properties
HOMO-LUMO gap	8.75	eV
HOMO	-9.255	eV
structure (SMILES)	O=S1#[PH]O1.C=O
LUMO level	-0.5	eV

How is the electron density shared among the atoms? According to natural (NBO), the charges in e are:
1. C 0.2667
2. O -0.8970
3. O -0.9181
4. O -0.4970
5. P 0.5327
6. S 1.3192
7. H 0.1070
8. H 0.1212
9. H -0.0347

#3
A single CH3O3PS molecule. Source: OMol25; level of theory: the ωB97M-V functional and the def2-TZVPD basis.

The geometry in ORCA input format:
```
! wB97M-V def2-TZVPD RIJCOSX def2/J DEFGRID3
* xyz 0 1
C 0.352 0.008 0.188
O 0.022 1.226 -0.241
O 0.740 -0.726 -0.945
O -0.602 -0.548 1.073
P 2.225 0.170 1.191
S 2.352 1.903 1.936
H 0.154 1.065 -1.243
H 0.778 -1.692 -0.793
H -1.487 -0.080 1.167
*
```

## Properties
HOMO-LUMO gap	7.05	eV
HOMO	-8.078	eV
structure (SMILES)	OC(O)(O)P=S
LUMO level	-1.0	eV

How is the electron density shared among the atoms? According to natural (NBO), the charges in e are:
1. C 0.5820
2. O -0.7063
3. O -0.7610
4. O -0.7614
5. P 0.4782
6. S -0.3438
7. H 0.5016
8. H 0.5054
9. H 0.5055

#4
A single CH3O3PS molecule. Source: OMol25; level of theory: the ωB97M-V functional and the def2-TZVPD basis.

The geometry in ORCA input format:
```
! wB97M-V def2-TZVPD RIJCOSX def2/J DEFGRID3
* xyz 0 1
C -0.207 0.137 -0.037
O -0.870 0.442 -1.269
O -0.353 -1.235 0.265
O -0.753 0.900 0.983
P 1.677 0.828 -0.158
S 3.181 -1.017 0.118
H -1.497 1.104 -1.123
H 0.118 -1.673 -0.502
H -1.295 0.514 1.723
*
```

## Properties
HOMO-LUMO gap (spin up / spin down)	6.57 / 6.60	eV
HOMO (spin up / spin down)	-9.065 / -9.076	eV
structure (SMILES)	OC(O)(O)P=S
LUMO level (spin up / spin down)	-2.5 / -2.5	eV

How is the electron density shared among the atoms? According to natural (NBO), the charges in e are:
1. C 0.5067
2. O -0.7339
3. O -0.7025
4. O -0.7662
5. P 0.5831
6. S -0.3974
7. H 0.4904
8. H 0.4954
9. H 0.5243

#3 is the most stable structure; the next one sits 154.9 kJ/mol above it.

#1
2 unconnected molecules or ions with the total composition C3H3NO. Source: OMol25; level of theory: the ωB97M-V functional and the def2-TZVPD basis.

The geometry in ORCA input format:
```
! wB97M-V def2-TZVPD RIJCOSX def2/J DEFGRID3
* xyz 0 1
C -0.091 0.996 -1.693
C -0.103 0.661 0.551
C 0.135 -0.765 0.645
N -0.383 1.108 -2.790
O -0.097 1.515 1.329
H 1.193 -1.066 0.205
H -0.688 -1.256 0.080
H 0.033 -1.193 1.673
*
```

## Properties
HOMO-LUMO gap (spin up / spin down)	10.06 / 10.05	eV
HOMO (spin up / spin down)	-10.891 / -10.891	eV
LUMO level (spin up / spin down)	-0.8 / -0.8	eV

How is the electron density shared among the atoms? According to natural (NBO), the charges in e are:
1. C -0.0107
2. C 0.8121
3. C -0.7858
4. N -0.4682
5. O -0.3954
6. H 0.3036
7. H 0.2826
8. H 0.2619

#2
A single C3H3NO molecule. Source: OMol25; level of theory: the ωB97M-V functional and the def2-TZVPD basis.

The geometry in ORCA input format:
```
! wB97M-V def2-TZVPD RIJCOSX def2/J DEFGRID3
* xyz 0 1
O -0.417 1.389 -0.656
C -0.801 0.664 0.231
C 0.012 -0.594 0.354
C 1.131 -0.109 -0.565
N 1.972 0.077 -1.338
H -1.637 0.983 0.861
H -0.392 -1.398 -0.264
H 0.133 -1.013 1.378
*
```

## Properties
HOMO-LUMO gap	10.97	eV
HOMO	-10.528	eV
structure (SMILES)	N#CCC=O
LUMO level	0.4	eV

How is the electron density shared among the atoms? According to natural (NBO), the charges in e are:
1. O -0.4730
2. C 0.4090
3. C -0.6009
4. C 0.2871
5. N -0.3192
6. H 0.1541
7. H 0.2760
8. H 0.2669

#3
2 unconnected molecules or ions with the total composition C3H3NO. Source: OMol25; level of theory: the ωB97M-V functional and the def2-TZVPD basis.

The geometry in ORCA input format:
```
! wB97M-V def2-TZVPD RIJCOSX def2/J DEFGRID3
* xyz 0 1
C -0.046 1.309 -1.154
C -0.511 -1.842 1.495
C 0.100 -1.494 0.490
N 0.393 2.278 -0.633
O -0.632 0.432 -1.653
H -1.179 -2.059 2.234
H 1.345 2.693 -0.315
H 0.529 -1.317 -0.464
*
```

## Properties
HOMO-LUMO gap	11.22	eV
HOMO	-10.462	eV
structure (SMILES)	N=C=O.C#C
LUMO level	0.8	eV

How is the electron density shared among the atoms? According to natural (NBO), the charges in e are:
1. C 0.8519
2. C -0.2304
3. C -0.2336
4. N -0.7783
5. O -0.5265
6. H 0.2212
7. H 0.4568
8. H 0.2388

#4
A single C3H3NO molecule. Source: OMol25; level of theory: the ωB97M-V functional and the def2-TZVPD basis.

The geometry in ORCA input format:
```
! wB97M-V def2-TZVPD RIJCOSX def2/J DEFGRID3
* xyz 0 1
C -0.835 0.819 -0.029
C -1.013 -0.543 -0.016
C 1.106 -0.071 0.022
H -1.559 1.570 -0.093
H -1.772 -1.374 0.233
H 2.122 -0.441 -0.110
N 0.548 1.095 0.041
O 0.228 -1.081 -0.023
*
```

## Properties
HOMO-LUMO gap	10.60	eV
HOMO	-9.557	eV
structure (SMILES)	c1cocn1
LUMO level	1.0	eV

How is the electron density shared among the atoms? According to natural (NBO), the charges in e are:
1. C -0.1229
2. C 0.0370
3. C 0.3109
4. H 0.2155
5. H 0.2292
6. H 0.1991
7. N -0.4518
8. O -0.4171

#4 is the most stable structure; the next one sits 85.5 kJ/mol above it.

#1
A single C3H3NO molecule. Source: OMol25; level of theory: the ωB97M-V functional and the def2-TZVPD basis.

The geometry in ORCA input format:
```
! wB97M-V def2-TZVPD RIJCOSX def2/J DEFGRID3
* xyz 0 1
C -1.101 -0.316 0.007
C 0.146 0.557 0.122
C 1.381 -0.280 -0.011
H -2.043 0.317 -0.407
H 0.255 1.132 -0.758
H 0.146 1.244 0.941
N 2.283 -1.095 0.019
O -1.067 -1.560 0.088
*
```

## Properties
HOMO-LUMO gap	11.11	eV
HOMO	-10.914	eV
structure (SMILES)	N#CCC=O
LUMO level	0.2	eV

How is the electron density shared among the atoms? According to natural (NBO), the charges in e are:
1. C 0.4316
2. C -0.6113
3. C 0.2715
4. H 0.1320
5. H 0.2638
6. H 0.2732
7. N -0.2879
8. O -0.4729

#2
2 unconnected molecules or ions with the total composition C3H3NO. Source: OMol25; level of theory: the ωB97M-V functional and the def2-TZVPD basis.

The geometry in ORCA input format:
```
! wB97M-V def2-TZVPD RIJCOSX def2/J DEFGRID3
* xyz 0 1
C 1.907 -0.039 0.030
C -2.045 0.102 0.352
C -2.748 -0.320 -0.478
N 3.017 0.327 0.349
O 0.769 -0.290 -0.012
H -1.189 0.196 1.050
H 3.812 0.761 -0.244
H -3.522 -0.737 -1.047
*
```

## Properties
HOMO-LUMO gap	11.14	eV
HOMO	-10.503	eV
structure (SMILES)	N=C=O.C#C
LUMO level	0.6	eV

How is the electron density shared among the atoms? According to natural (NBO), the charges in e are:
1. C 0.8572
2. C -0.2271
3. C -0.2507
4. N -0.7835
5. O -0.5120
6. H 0.2501
7. H 0.4413
8. H 0.2246

#1 is the most stable structure; the next one sits 91.3 kJ/mol above it.

#1
2 unconnected molecules or ions with the total composition C4H12OS2. Source: OMol25; level of theory: the ωB97M-V functional and the def2-TZVPD basis.

The geometry in ORCA input format:
```
! wB97M-V def2-TZVPD RIJCOSX def2/J DEFGRID3
* xyz 0 1
C 0.087 0.007 -1.652
C -0.295 -1.424 -1.276
C 1.415 0.412 -1.040
S 1.417 0.769 0.764
S -0.546 0.762 1.350
C -1.076 2.478 1.047
H -0.716 0.668 -1.405
H 0.213 -0.017 -2.743
H 0.435 -2.089 -1.719
H -1.284 -1.666 -1.668
H -0.339 -1.626 -0.229
H 1.815 1.327 -1.473
H 2.097 -0.419 -1.264
H -0.481 2.893 0.233
H -0.937 3.096 1.926
H -2.098 2.411 0.682
H 0.355 -1.894 2.440
H 0.025 -2.942 3.482
O -0.085 -2.746 2.545
*
```

## Properties
HOMO-LUMO gap	9.77	eV
HOMO	-9.036	eV
structure (SMILES)	CCCSSC.O
LUMO level	0.7	eV

How is the electron density shared among the atoms? According to natural (NBO), the charges in e are:
1. C -0.4081
2. C -0.6048
3. C -0.5282
4. S 0.0625
5. S 0.0759
6. C -0.7482
7. H 0.2057
8. H 0.2097
9. H 0.1972
10. H 0.2109
11. H 0.2161
12. H 0.2153
13. H 0.2197
14. H 0.2281
15. H 0.2229
16. H 0.2253
17. H 0.4715
18. H 0.4668
19. O -0.9383

#2
2 unconnected molecules or ions with the total composition C4H12OS2. Source: OMol25; level of theory: the ωB97M-V functional and the def2-TZVPD basis.

The geometry in ORCA input format:
```
! wB97M-V def2-TZVPD RIJCOSX def2/J DEFGRID3
* xyz 0 1
C -1.424 2.238 0.673
C -2.106 1.931 -0.628
C 0.081 2.264 0.358
S 0.414 0.593 -0.242
S 1.565 -1.140 -0.871
C 1.194 -2.697 -0.030
H -1.649 1.340 1.383
H -1.662 3.214 1.082
H -1.654 1.165 -1.369
H -1.906 2.826 -1.233
H -3.230 1.763 -0.591
H 0.558 2.524 1.355
H 0.406 3.051 -0.243
H 0.361 -3.122 -0.523
H 1.043 -2.401 1.018
H 1.965 -3.445 0.028
H -2.002 -1.795 1.008
H -1.118 -2.079 2.347
O -1.157 -2.088 1.414
*
```

## Properties
HOMO-LUMO gap	6.90	eV
HOMO	-7.825	eV
structure (SMILES)	CCCSSC.O
LUMO level	-0.9	eV

How is the electron density shared among the atoms? According to natural (NBO), the charges in e are:
1. C -0.4077
2. C -0.6455
3. C -0.5031
4. S -0.0839
5. S 0.1781
6. C -0.7601
7. H 0.2119
8. H 0.2218
9. H 0.2494
10. H 0.1978
11. H 0.2099
12. H 0.2174
13. H 0.2132
14. H 0.2173
15. H 0.2537
16. H 0.2268
17. H 0.4903
18. H 0.4779
19. O -0.9653

#3
2 unconnected molecules or ions with the total composition C4H12OS2. Source: OMol25; level of theory: the ωB97M-V functional and the def2-TZVPD basis.

The geometry in ORCA input format:
```
! wB97M-V def2-TZVPD RIJCOSX def2/J DEFGRID3
* xyz 0 1
C -0.614 -1.545 1.181
C -0.438 -1.069 2.614
C 0.763 -1.760 0.450
S 1.667 -0.226 0.175
S 0.325 0.997 -0.843
C 0.655 0.484 -2.572
H -1.155 -0.860 0.531
H -1.241 -2.440 1.129
H 0.259 -1.742 3.114
H -1.381 -1.163 3.158
H -0.064 -0.052 2.626
H 0.586 -2.249 -0.506
H 1.352 -2.271 1.214
H -0.102 1.009 -3.154
H 0.472 -0.581 -2.517
H 1.616 0.817 -2.943
H -4.167 2.871 0.106
H -4.162 1.868 -0.975
O -3.566 2.308 -0.381
*
```

## Properties
HOMO-LUMO gap	9.34	eV
HOMO	-8.729	eV
structure (SMILES)	CCCSSC.O
LUMO level	0.6	eV

How is the electron density shared among the atoms? According to natural (NBO), the charges in e are:
1. C -0.4083
2. C -0.6166
3. C -0.5472
4. S 0.0809
5. S 0.0763
6. C -0.7320
7. H 0.2151
8. H 0.2004
9. H 0.1956
10. H 0.2125
11. H 0.2197
12. H 0.2146
13. H 0.2255
14. H 0.2218
15. H 0.2187
16. H 0.2226
17. H 0.4640
18. H 0.4623
19. O -0.9258

#1 is the most stable structure; the next one sits 17.3 kJ/mol above it.

#1
2 unconnected molecules or ions with the total composition C7H16O2. Source: OMol25; level of theory: the ωB97M-V functional and the def2-TZVPD basis.

The geometry in ORCA input format:
```
! wB97M-V def2-TZVPD RIJCOSX def2/J DEFGRID3
* xyz 0 1
C 1.500 0.091 -0.035
C 2.276 -0.334 -1.269
C 0.919 1.505 -0.460
C 2.131 0.143 1.270
C 0.218 -0.795 0.341
C -2.725 0.211 0.169
C -3.087 -1.188 -0.267
H 1.759 -0.799 -2.188
H 2.858 0.745 -1.465
H 3.023 -1.166 -1.025
H 0.054 1.877 0.308
H 1.757 2.168 -0.664
H 0.500 1.291 -1.340
H 1.539 0.208 2.185
H 3.040 0.787 1.683
H 2.553 -0.809 1.587
H 0.428 -1.783 0.811
H -0.006 -0.287 1.409
H -0.458 -1.029 -0.409
H -3.274 2.018 0.045
H -2.423 -1.997 0.222
H -4.238 -1.418 0.013
H -3.038 -0.967 -1.374
O -1.643 0.493 0.638
O -3.663 1.038 -0.183
*
```

## Properties
HOMO-LUMO gap	9.68	eV
HOMO	-9.171	eV
structure (SMILES)	CC(C)(C)C.CC(=O)O
LUMO level	0.5	eV

How is the electron density shared among the atoms? According to natural (NBO), the charges in e are:
1. C -0.0993
2. C -0.6100
3. C -0.5943
4. C -0.6373
5. C -0.5813
6. C 0.7919
7. C -0.7446
8. H 0.2260
9. H 0.2041
10. H 0.2124
11. H 0.2268
12. H 0.1968
13. H 0.1861
14. H 0.2224
15. H 0.2113
16. H 0.2133
17. H 0.1893
18. H 0.2369
19. H 0.1890
20. H 0.5027
21. H 0.2518
22. H 0.2416
23. H 0.2504
24. O -0.6182
25. O -0.6678

#2
2 unconnected molecules or ions with the total composition C7H16O2. Source: OMol25; level of theory: the ωB97M-V functional and the def2-TZVPD basis.

The geometry in ORCA input format:
```
! wB97M-V def2-TZVPD RIJCOSX def2/J DEFGRID3
* xyz 0 1
O -0.419 -0.464 -1.370
C -1.328 -1.547 -1.206
C 0.922 -0.936 -1.444
C -1.064 -2.314 0.082
C 1.334 -1.664 -0.172
C 0.377 -2.825 0.098
H -2.341 -1.101 -1.216
H -1.251 -2.228 -2.074
H 1.551 -0.045 -1.629
H 1.028 -1.610 -2.316
H -1.231 -1.636 0.940
H -1.784 -3.150 0.169
H 2.377 -2.021 -0.272
H 1.304 -0.948 0.672
H 0.499 -3.585 -0.698
H 0.611 -3.310 1.065
O -0.615 1.898 1.688
C 0.621 3.756 0.672
C -0.614 3.303 1.429
H -0.596 1.438 0.823
H 1.532 3.481 1.231
H 0.608 4.851 0.539
H 0.662 3.281 -0.322
H -0.652 3.778 2.428
H -1.531 3.596 0.882
*
```

## Properties
HOMO-LUMO gap	10.75	eV
HOMO	-9.768	eV
structure (SMILES)	C1CCOCC1.CCO
LUMO level	1.0	eV

How is the electron density shared among the atoms? According to natural (NBO), the charges in e are:
1. O -0.5434
2. C -0.0692
3. C -0.0693
4. C -0.4328
5. C -0.4332
6. C -0.3999
7. H 0.1943
8. H 0.1578
9. H 0.1927
10. H 0.1581
11. H 0.2076
12. H 0.2123
13. H 0.2122
14. H 0.2073
15. H 0.1939
16. H 0.2138
17. O -0.7278
18. C -0.6370
19. C -0.0611
20. H 0.4687
21. H 0.2117
22. H 0.2121
23. H 0.2019
24. H 0.1742
25. H 0.1551

#2 is the most stable structure; the next one sits 347.4 kJ/mol above it.